(1)
A 2-piece molecular cluster, C48H47N3O2 overall in a non-equilibrium geometry, computed with ωB97M-V/def2-TZVPD.

Geometry as XYZ:
```
100
Properties=species:S:1:pos:R:3:forces:R:3
C 8.021723 -1.164763 -0.862416 -0.9 0.2 0.0
N 6.736309 -1.783253 -1.199851 -0.6 -0.4 0.9
C 6.634637 -2.207302 -2.600417 -0.3 -0.1 0.6
C 5.555748 -1.497916 -0.461755 1.1 -0.1 -1.2
C 4.573291 -2.482730 -0.268947 0.2 -0.1 -0.2
C 3.398489 -2.187656 0.367143 0.0 0.0 -0.1
C 3.141239 -0.888264 0.837845 -0.6 0.2 0.5
C 1.934659 -0.631772 1.554977 1.0 -0.9 -0.9
C 1.588708 0.559000 2.125489 -1.4 1.1 1.3
C 0.455248 0.725158 2.948790 1.1 -0.4 -0.7
C 0.142433 2.053488 3.481426 -0.2 0.3 0.1
C 0.121387 3.192389 2.659196 0.2 -1.0 -0.1
C -0.167322 4.422096 3.182199 -0.2 0.5 0.7
C -0.406232 4.589091 4.553763 0.0 0.3 -0.3
N -0.700505 5.888112 5.081887 -0.1 -0.2 1.0
C -1.996957 6.504867 4.779618 0.6 -0.6 -0.2
C 0.378156 6.874937 5.215811 -0.4 -0.8 -0.3
C -0.362877 3.454549 5.379629 -0.1 1.1 0.0
C -0.115917 2.215749 4.854521 0.1 -0.7 -0.7
C -0.370186 -0.423793 3.354405 -0.2 -0.2 0.3
C 0.189864 -1.539576 4.002407 0.1 0.9 -0.5
C -0.600175 -2.578944 4.413229 -1.1 -0.6 0.2
C -1.982949 -2.573559 4.165804 -0.5 0.0 0.0
N -2.821174 -3.664483 4.567551 0.7 -0.5 0.4
C -3.625470 -3.563373 5.792934 0.6 0.3 -0.7
C -3.439062 -4.514850 3.544265 0.4 0.8 0.2
C -2.539076 -1.463562 3.513856 0.0 -0.7 0.3
C -1.758957 -0.407249 3.134674 0.8 0.7 0.0
C 4.127573 0.096349 0.647198 0.2 -0.1 0.0
C 5.310073 -0.207899 0.030574 0.2 0.1 0.3
H 8.102806 -1.009886 0.213743 -0.1 0.0 0.0
H 8.839250 -1.815745 -1.176386 -0.1 0.0 0.0
H 8.122060 -0.202821 -1.365184 0.3 0.2 -0.1
H 5.656984 -2.642317 -2.804384 0.1 0.0 0.1
H 6.758311 -1.339217 -3.248111 0.0 0.1 -0.2
H 7.406191 -2.941414 -2.829289 0.0 0.0 0.0
H 4.777823 -3.489184 -0.590510 0.0 -0.2 -0.2
H 2.658604 -2.956668 0.516246 -0.1 -0.1 0.0
H 1.256548 -1.459261 1.668561 -0.2 -0.3 -0.1
H 2.216019 1.420092 1.985115 0.1 0.2 0.0
H 0.285393 3.075649 1.601386 0.1 0.0 -0.3
H -0.216673 5.286370 2.544802 0.0 0.2 -0.2
H -2.752744 5.738689 4.609851 0.0 0.0 0.1
H -2.314646 7.129899 5.613486 0.0 0.1 0.0
H -1.920184 7.114034 3.879517 -0.2 0.3 -0.2
H 1.337197 6.380990 5.367142 -0.1 -0.1 0.1
H 0.446333 7.480423 4.312855 0.1 0.3 -0.2
H 0.183232 7.524182 6.068208 0.0 0.0 0.0
H -0.523623 3.573342 6.436872 -0.1 0.1 0.2
H -0.086885 1.348312 5.494263 0.0 -0.1 0.1
H 1.246450 -1.544020 4.214245 0.2 0.0 0.0
H -0.172507 -3.411608 4.944351 0.0 -0.2 0.1
H -3.200468 -2.825582 6.472708 0.1 0.0 0.0
H -4.641017 -3.254680 5.546305 -0.3 0.1 0.1
H -3.656550 -4.528252 6.298880 0.0 0.0 0.0
H -2.863328 -4.483244 2.620083 0.0 0.0 0.1
H -3.479103 -5.546375 3.891976 0.0 0.0 0.1
H -4.449272 -4.169613 3.329265 -0.3 -0.1 -0.2
H -3.599636 -1.445551 3.335843 -0.2 0.0 -0.1
H -2.194616 0.451873 2.651686 -0.1 0.1 -0.1
H 3.952246 1.103168 0.982850 0.0 0.2 0.0
H 6.059027 0.553184 -0.102084 0.1 0.2 -0.1
C 0.344904 3.326608 -5.434161 0.0 0.2 -0.2
C 0.026816 3.215861 -4.095409 0.2 0.3 0.0
C -0.409768 2.023533 -3.577335 -0.1 -1.0 -0.4
C -0.579526 0.894998 -4.401733 0.5 0.3 -0.2
C -1.130246 -0.355183 -3.841776 -0.8 -1.2 0.4
C -0.259721 -1.153107 -2.985072 -1.8 1.5 -1.4
C -0.701254 -2.445532 -2.384731 -0.2 -0.3 0.0
C -0.887984 -3.585902 -3.161510 0.1 0.4 0.1
C -1.262205 -4.770642 -2.567994 0.0 -0.1 -0.1
C -1.451111 -4.831550 -1.201623 0.0 -0.3 0.2
C -1.245025 -3.711229 -0.422385 0.0 -0.1 0.2
C -0.867250 -2.525108 -1.007910 0.2 0.2 -0.4
O 0.876007 -0.766208 -2.748341 1.8 0.1 0.8
C -2.515945 -0.748730 -4.090655 1.9 0.5 0.5
C -3.300365 -0.110592 -5.186633 -0.1 0.4 -0.3
C -3.290616 1.256699 -5.449395 0.1 -0.2 0.2
C -4.021500 1.767263 -6.498111 -0.1 0.2 -0.1
C -4.779323 0.931128 -7.293341 -0.2 0.1 -0.2
C -4.824413 -0.420601 -7.020993 -0.1 -0.1 -0.2
C -4.096005 -0.934005 -5.972615 0.2 -0.2 0.2
O -3.063457 -1.633619 -3.447282 -0.9 -0.9 0.4
C -0.229838 1.025112 -5.760883 -0.2 -0.4 1.1
C 0.224931 2.222465 -6.255338 0.1 0.3 -0.3
H 0.685102 4.268106 -5.835119 0.1 0.1 -0.1
H 0.138971 4.068421 -3.450428 0.0 0.3 0.2
H -0.645076 1.934417 -2.530649 -0.1 -0.1 0.2
H -0.762496 -3.521794 -4.230312 0.0 0.0 -0.2
H -1.416803 -5.647591 -3.173799 0.0 -0.2 -0.1
H -1.735167 -5.762296 -0.740447 -0.1 -0.2 0.1
H -1.385907 -3.757160 0.643897 -0.1 -0.1 0.3
H -0.709615 -1.639006 -0.414741 0.0 0.2 0.1
H -2.695175 1.915639 -4.840993 0.0 0.1 0.1
H -3.986925 2.822889 -6.707555 0.0 0.2 0.0
H -5.337677 1.332529 -8.122722 -0.1 0.1 -0.2
H -5.416315 -1.079873 -7.633600 -0.1 -0.1 -0.1
H -4.126685 -1.985878 -5.741073 0.0 -0.2 0.1
H -0.320696 0.168166 -6.406139 -0.1 -0.2 -0.1
H 0.501458 2.302159 -7.291191 0.0 0.0 -0.3
```
Positions in Å, forces in eV/Å.

Calculated values
lowest unoccupied orbital energy: -0.1084 hartree
orbital gap: 2.55 eV

---

(2)
A 15-piece molecular cluster, H30O15 overall in a non-equilibrium geometry, computed with ωB97M-V/def2-TZVPD.

Geometry as XYZ:
```
45
Properties=species:S:1:pos:R:3:forces:R:3
O -26.349000 -10.287000 -5.268000 -0.6 -1.3 1.3
H -26.634000 -9.711000 -4.566000 -0.4 0.0 0.8
H -25.980000 -9.664000 -5.847000 0.9 1.1 -1.9
O -22.422000 -5.926000 -8.085000 0.3 -0.1 -0.9
H -23.288000 -5.708000 -7.692000 0.4 -0.1 0.3
H -22.674000 -6.543000 -8.792000 0.0 0.2 0.0
O -24.589000 -5.064000 -7.004000 0.6 0.5 1.5
H -24.957000 -4.713000 -7.801000 -0.5 0.8 -0.6
H -24.322000 -4.339000 -6.394000 -0.5 -0.5 -0.9
O -20.657000 -9.410000 -9.351000 0.0 -0.2 -0.8
H -19.928000 -9.895000 -8.962000 0.1 -0.5 -0.1
H -20.877000 -8.841000 -8.616000 -0.1 0.4 0.4
O -24.958000 -7.948000 -3.762000 0.4 -0.7 0.7
H -25.417000 -7.584000 -4.518000 -0.4 0.6 -0.6
H -24.612000 -8.814000 -4.028000 -0.1 0.2 -0.1
O -21.153000 -8.900000 -4.320000 0.1 0.3 -0.1
H -21.133000 -8.101000 -4.863000 -0.4 0.0 0.3
H -20.409000 -9.379000 -4.667000 0.4 -0.8 0.0
O -22.904000 -7.211000 -2.209000 1.3 0.7 0.3
H -23.246000 -6.444000 -1.758000 -0.1 0.3 0.6
H -23.576000 -7.373000 -2.861000 -1.2 -0.7 -0.7
O -22.058000 -6.520000 -4.898000 0.3 2.0 -0.8
H -22.292000 -6.344000 -3.975000 0.1 -0.2 0.5
H -21.824000 -5.656000 -5.322000 -0.3 -1.1 0.6
O -26.356000 -6.485000 -5.685000 -0.6 0.0 1.4
H -25.673000 -6.075000 -6.218000 0.1 -0.3 -0.5
H -26.782000 -7.203000 -6.144000 0.0 -0.3 -0.7
O -20.827000 -7.837000 -7.138000 1.7 -0.3 0.9
H -21.205000 -7.060000 -7.550000 -0.5 1.1 -0.1
H -19.989000 -7.531000 -6.715000 -0.9 -0.5 -0.6
O -23.737000 -8.095000 -9.634000 1.3 0.5 -0.1
H -23.337000 -8.478000 -10.423000 -0.1 0.2 -0.2
H -24.662000 -8.294000 -9.623000 -1.2 0.0 -0.1
O -23.676000 -7.914000 -6.430000 -0.6 -0.5 -0.5
H -23.193000 -7.332000 -5.826000 0.1 0.1 0.4
H -23.013000 -8.186000 -7.063000 0.3 -0.2 0.0
O -21.670000 -10.729000 -6.799000 -0.4 -1.3 -0.4
H -21.450000 -9.828000 -6.687000 0.6 1.5 0.7
H -22.451000 -10.644000 -7.372000 0.0 -0.6 0.1
O -23.700000 -10.584000 -8.668000 0.4 -1.3 -1.2
H -23.596000 -9.701000 -9.017000 0.0 0.9 0.4
H -23.178000 -11.046000 -9.367000 -0.5 -0.2 1.0
O -25.873000 -8.764000 -7.626000 -0.3 1.1 -0.1
H -25.818000 -9.602000 -8.075000 0.4 -0.6 0.1
H -25.000000 -8.461000 -7.279000 -0.3 -0.4 -0.1
```
Positions in Å, forces in eV/Å.

Calculated values
lowest unoccupied orbital energy: -0.0196 hartree
orbital gap: 9.52 eV

---

(3)
A 2-piece molecular cluster, C3H4O overall in a non-equilibrium geometry, computed with ωB97M-V/def2-TZVPD.

Geometry as XYZ:
```
8
Properties=species:S:1:pos:R:3:forces:R:3
C 0.019464 -0.052936 0.803928 1.7 1.8 -2.3
C 1.005148 0.970427 -0.905398 -1.0 -1.8 1.9
C -0.636026 -1.120321 0.114837 1.7 -0.2 -0.4
O 1.321277 2.089619 -0.440971 -1.2 1.5 1.5
H -1.574922 -0.864107 0.504388 -2.3 0.0 0.5
H -0.576015 -1.278461 -0.936833 -0.2 0.8 -1.3
H -0.357844 -2.084373 0.442892 0.0 -1.3 1.4
H 0.798917 2.340152 0.417157 1.3 -0.7 -1.3
```
Positions in Å, forces in eV/Å.

Calculated values
lowest unoccupied orbital energy (alpha / beta): -0.0147 / -0.0085 hartree
orbital gap (alpha / beta): 6.90 / 7.04 eV

---

(4)
A 2-piece molecular cluster, C2H5NO2 overall in a non-equilibrium geometry, computed with ωB97M-V/def2-TZVPD.

Geometry as XYZ:
```
10
Properties=species:S:1:pos:R:3:forces:R:3
O 0.352118 0.627579 1.583000 -1.3 -2.3 0.6
C -0.120460 -0.462224 1.827055 0.3 0.7 -0.6
O -1.234966 -0.994728 1.222839 0.6 1.1 -0.1
H 0.265523 -1.217734 2.544236 0.3 0.6 0.0
H -1.319447 -1.923234 1.459574 0.0 0.0 0.2
C 0.677045 -0.015722 -2.490514 -0.4 1.8 0.1
N 0.337038 1.165130 -2.074023 0.1 -2.4 -0.7
H 0.131273 -0.907645 -2.142468 0.3 0.5 0.2
H 1.460065 -0.217769 -3.252310 -0.4 0.2 0.4
H 0.826593 1.915345 -2.556823 0.4 -0.2 0.0
```
Positions in Å, forces in eV/Å.

Calculated values
lowest unoccupied orbital energy: 0.0213 hartree
structure (SMILES): O=CO.C=N
orbital gap: 10.51 eV

---

(5)
One molecule with the formula C6H13N in a non-equilibrium geometry, computed with ωB97M-V/def2-TZVPD.

Geometry as XYZ:
```
20
Properties=species:S:1:pos:R:3:forces:R:3
C 2.672237 -0.868670 -1.839043 1.4 0.6 -0.5
C 2.130761 0.292396 -1.435168 -1.6 -2.2 -0.7
C 1.082050 0.426525 -0.374920 -0.8 0.1 0.1
C 0.161204 -0.775005 -0.043134 -0.3 -0.2 0.3
C -1.312804 -0.281120 0.098106 1.5 -0.1 -0.1
N -1.360516 0.558721 1.286338 -0.9 -0.1 0.4
C -2.682729 0.677020 1.898931 -0.5 1.5 -1.8
H 3.534748 -0.787935 -2.510806 -0.7 0.0 -0.6
H 2.477591 -1.912295 -1.614297 -0.1 0.3 1.1
H 1.988989 1.001153 -2.245866 1.4 1.0 0.5
H 1.513818 0.798746 0.550332 0.2 0.2 0.1
H 0.428651 1.223952 -0.738930 0.0 0.1 0.3
H 0.346299 -1.605197 -0.720912 -0.5 0.2 -0.6
H 0.383570 -1.267992 0.910621 0.3 0.4 0.2
H -2.066527 -1.083157 0.100456 0.3 -0.1 0.1
H -1.511684 0.366737 -0.762760 -0.3 -0.2 -0.1
H -0.685834 0.374181 2.011788 0.3 -0.4 -0.3
H -3.459103 0.466286 1.139024 0.4 -0.5 0.3
H -2.871175 0.072587 2.775539 0.0 0.0 0.3
H -2.868568 1.757813 2.000686 -0.1 -0.3 1.0
```
Positions in Å, forces in eV/Å.

Calculated values
lowest unoccupied orbital energy: 0.0423 hartree
structure (SMILES): C=CCCCNC
orbital gap: 9.71 eV

---

no.,E_tot (a.u.)
1,-2171.86643
2,-1146.59249
3,-191.62913
4,-284.39798
5,-291.07677